Entry from OMol25: a molecular structure, C5H9I2N2S (ωB97M-V/def2-TZVPD).

Structure (XYZ):
```
19
Properties=species:S:1:pos:R:3:forces:R:3
C -0.45826 0.71788 -0.69225 -2.311 0.738 -0.665
C -1.61832 0.64745 0.07427 2.845 -0.430 -0.322
C -0.52758 -1.55209 1.03834 -1.134 -0.215 -1.438
C -0.50514 1.54694 -1.99762 2.426 -1.041 2.441
C 1.56989 0.44393 0.75596 1.299 0.355 -1.570
N 0.44083 -2.19100 1.61526 -0.549 0.066 -0.175
N 0.70940 0.00040 -0.34647 -0.089 0.229 -0.854
S -1.36148 -0.15168 1.62898 0.114 -0.478 0.817
I -3.51080 1.36387 -0.23026 0.030 0.265 -0.255
I -1.42309 -2.51033 -0.59818 0.020 -0.427 0.007
H 0.45558 1.43780 -2.51573 -0.445 0.274 -0.055
H -0.66900 2.53139 -1.63046 0.215 1.211 -0.070
H -1.31871 1.32655 -2.58072 -1.886 -0.846 -1.593
H 0.99868 0.87544 1.52767 -0.892 0.488 0.828
H 1.95302 -0.49744 1.09494 1.121 -0.065 0.527
H 2.39302 1.20071 0.54420 -0.948 -1.143 -0.223
H 0.94851 -1.65048 2.29143 0.529 -0.501 0.642
H 0.75167 -3.06907 1.18950 0.158 0.438 0.639
H 1.17179 -0.47026 -1.16888 -0.503 1.082 1.317
```
Forces are in eV/Å.

- ΔE to the lowest compared entry with this formula, charge and spin (kcal per mole) = 32.1
- strongest force on any atom (eV/Å) = 3.6
- charge = +1
- gap between HOMO and LUMO (eV) = 7.75
- total energy (Eh) = -1298.68415

***

Entry from OMol25: a gas-phase ion, C5H10NO2 (charge -1) (ωB97M-V/def2-TZVPD).

Structure (XYZ):
```
18
Properties=species:S:1:pos:R:3:forces:R:3
C -1.60131 0.24347 1.45444 1.233 -0.687 -0.448
N -0.33619 0.72443 0.85885 -0.931 0.203 0.813
C 0.64700 -0.27087 0.45499 1.226 2.074 0.096
C 2.00242 0.24435 1.04211 -0.670 -1.885 -0.669
O 3.01749 -0.40481 0.96051 0.342 0.356 0.217
C 0.79364 -0.22149 -1.07536 -0.159 -0.503 -0.755
C -0.55976 -0.35604 -1.82697 -0.307 0.192 -0.490
O -1.39345 0.68875 -1.58829 -0.007 -0.141 -0.150
H -2.43270 0.68802 0.92144 -0.182 0.250 0.094
H -1.63102 0.42344 2.53235 -0.195 0.006 -0.003
H -1.66038 -0.83225 1.25257 -0.345 -0.103 0.313
H -0.66511 1.17097 -0.00241 0.039 -0.178 -0.395
H 0.52183 -1.26914 0.87564 -0.396 -0.148 -0.145
H 1.93867 1.21017 1.55034 0.056 0.479 0.096
H 1.16179 0.76130 -1.39400 0.046 0.106 0.338
H 1.52832 -0.93851 -1.46395 -0.042 -0.150 0.333
H -0.33907 -0.49640 -2.92531 0.382 0.281 0.165
H -0.99217 -1.36539 -1.62694 -0.091 -0.153 0.588
```
Forces are in eV/Å.

- SMILES string = CN[C@H](C=O)CC[O-]
- ΔE to the lowest compared entry with this formula, charge and spin (kcal per mole) = 68.2
- strongest force on any atom (eV/Å) = 2.4
- charge = -1
- gap between HOMO and LUMO (eV) = 6.71
- total energy (Eh) = -401.71809

***

Entry from OMol25: 11 unconnected molecules or ions with the total composition C45H119N9O11 (ωB97M-V/def2-TZVPD).

Structure (XYZ):
```
184
Properties=species:S:1:pos:R:3:forces:R:3
C -2.18596 -2.36598 -3.71307 0.585 -0.302 0.216
C -1.15547 -3.49334 -4.01286 -1.212 -0.222 0.665
C -1.56127 -4.71833 -3.15219 -0.092 1.534 0.348
C -1.27782 -3.88652 -5.48412 0.533 1.514 -0.146
C -0.66034 -2.82868 -6.39906 0.885 -0.819 -0.567
C 0.84618 -2.71601 -6.05616 -1.591 -0.629 -0.435
C 1.08449 -2.37632 -4.58424 0.796 1.629 0.140
C 2.52480 -2.70785 -4.26843 0.726 -0.605 0.468
C 0.96118 -0.84672 -4.37431 -1.294 0.465 -0.639
N 0.21537 -3.12772 -3.67364 0.339 -1.065 -1.737
O 0.39528 -2.73953 -2.33015 -0.290 -0.261 -0.110
H -3.12603 -2.53953 -4.23546 0.074 0.166 -0.224
H -2.43978 -2.34585 -2.65144 0.230 0.160 0.055
H -1.70580 -1.43029 -3.98949 -0.539 0.216 -0.017
H -2.62258 -4.90998 -3.31345 0.137 -0.561 -0.353
H -0.88125 -5.55564 -3.28611 -0.239 -0.197 -0.055
H -1.55380 -4.34637 -2.12200 0.301 -0.424 0.169
H -0.73091 -4.81028 -5.67723 -0.412 -0.256 0.022
H -2.33097 -3.88222 -5.76348 -0.062 -0.866 0.284
H -0.71506 -3.27047 -7.40001 -0.022 0.277 -0.139
H -1.21950 -1.89508 -6.46665 0.123 0.125 0.438
H 1.33178 -2.07149 -6.78978 0.218 0.501 0.570
H 1.24344 -3.70603 -6.30358 0.140 -0.098 0.385
H 3.22921 -2.25908 -4.97095 -0.184 0.166 -0.104
H 2.68717 -3.78923 -4.30501 -0.042 0.007 0.027
H 2.79655 -2.35545 -3.27116 -0.015 -0.050 -0.007
H -0.06372 -0.51689 -4.58089 -0.079 -0.129 0.220
H 1.49210 -0.25159 -5.11959 0.605 -0.318 0.165
H 1.19704 -0.49798 -3.36978 0.203 -0.226 0.011
H 0.56033 -3.61579 -1.96069 0.208 0.325 0.540
C 3.29118 -3.51491 4.23021 0.450 0.011 -0.416
O 3.24774 -4.79612 4.82485 -0.783 0.273 0.671
C 4.04335 -4.87462 5.99862 0.118 -0.170 0.590
C 3.59395 -6.04659 6.89646 1.035 -1.048 -0.243
C 4.56701 -6.34193 8.06285 -0.611 1.046 0.325
N 3.64286 -7.22525 6.01499 -0.506 0.242 -1.117
H 2.84866 -3.54031 3.23322 -0.294 -0.271 0.145
H 4.34061 -3.24615 4.05358 0.050 0.232 0.254
H 2.77836 -2.75670 4.82453 0.056 0.005 0.071
H 5.06065 -4.95476 5.60493 0.340 -0.502 0.573
H 4.05101 -4.00781 6.66963 -0.472 0.511 -0.493
H 2.58795 -5.89838 7.30081 -0.028 0.453 -0.107
H 4.22133 -7.24231 8.56993 0.468 -0.402 -0.384
H 4.55628 -5.61949 8.88851 -0.259 0.407 -0.341
H 5.59647 -6.34679 7.71221 -0.016 -0.626 -0.075
H 3.24376 -6.86817 5.14587 0.307 -0.361 -0.182
H 3.02200 -8.00002 6.22546 0.069 0.163 0.733
C -0.20303 -5.32043 4.32216 -0.630 -0.722 0.032
O -0.92129 -6.25992 3.48880 0.491 1.462 0.080
C -0.39322 -6.16340 2.19138 0.204 -1.139 -1.018
C -1.29851 -6.89910 1.19927 -0.315 0.381 -0.052
C -0.53655 -7.09716 -0.10167 0.622 -0.096 -0.317
N -2.56931 -6.26418 0.85547 -0.414 0.751 0.267
H 0.81517 -5.66214 4.51773 0.108 0.053 -0.174
H -0.72953 -5.27235 5.27421 -0.045 0.109 -0.037
H -0.19343 -4.34751 3.83220 0.088 0.174 0.191
H -0.20072 -5.17020 1.75690 -0.405 0.403 0.693
H 0.60039 -6.64184 2.16807 -0.032 -0.098 0.048
H -1.59866 -7.82790 1.69303 0.347 -0.253 -0.311
H 0.13749 -6.27066 -0.36524 0.076 0.163 0.627
H -1.16614 -7.10847 -0.99198 -0.340 -0.663 0.272
H 0.09589 -7.98208 -0.01683 -0.090 -0.052 -0.361
H -2.43364 -5.41176 0.31667 0.198 -0.102 -0.060
H -3.09300 -5.96421 1.67385 0.165 -0.244 0.112
C -5.09168 8.24834 -3.45108 -0.261 -0.334 0.483
O -5.62328 7.76362 -2.21741 0.411 -0.403 -0.359
C -5.71091 6.33146 -2.18822 -0.499 0.661 1.065
C -4.43021 5.50181 -2.25481 1.054 -0.170 -0.832
C -3.90589 5.31438 -3.67262 0.446 0.344 -0.828
N -4.68310 4.19747 -1.66583 -0.462 -0.493 0.379
H -4.00747 8.31171 -3.35016 0.061 0.148 -0.343
H -5.52262 9.22082 -3.68393 0.068 0.092 0.263
H -5.36489 7.57095 -4.26252 0.124 0.006 -0.130
H -6.13082 6.11222 -1.20305 -0.131 0.106 -0.018
H -6.48056 6.05496 -2.91376 0.306 -0.486 -0.278
H -3.58674 5.99791 -1.75381 -0.424 0.439 0.432
H -3.09953 4.58093 -3.77152 -0.271 -0.342 0.358
H -3.40775 6.21964 -4.02606 -0.228 0.170 0.067
H -4.67451 5.08542 -4.41326 -0.099 -0.213 0.172
H -3.91018 3.55999 -1.81194 0.025 0.097 -0.346
H -4.76521 4.25465 -0.65154 -0.068 0.305 -0.216
C 2.71040 1.23570 -0.31095 -0.645 0.024 0.542
O 3.15812 -0.09952 -0.17443 -0.212 0.141 -0.220
C 3.60031 -0.36766 1.14791 0.402 0.636 -0.450
C 4.13804 -1.78644 1.16590 0.557 -0.573 0.369
C 5.45230 -1.97842 0.39127 0.062 2.198 0.005
N 3.16661 -2.77529 0.65909 -0.024 0.979 1.096
H 3.53045 1.92180 -0.08961 -0.048 0.214 -0.130
H 1.86642 1.41981 0.36756 0.247 0.106 0.342
H 2.24925 1.44627 -1.27582 0.574 -0.390 -0.358
H 4.39887 0.33738 1.42875 0.351 -0.170 -0.302
H 2.83789 -0.07299 1.88042 -0.449 -0.848 -0.039
H 4.42447 -2.00356 2.20121 -0.494 -0.043 0.101
H 5.97764 -2.87090 0.71849 -0.103 -0.220 -0.429
H 6.10232 -1.11223 0.58035 0.206 -0.249 0.383
H 5.27904 -1.84327 -0.67805 -0.046 -0.823 -0.092
H 2.81783 -2.34217 -0.19122 0.016 -0.661 -0.303
H 3.72980 -3.60020 0.50483 -0.458 -0.218 -0.615
C -1.44277 1.95823 -1.15973 0.122 0.352 -1.893
O -0.89593 1.36025 -0.04513 0.944 0.499 1.508
C -0.94805 -0.05984 -0.04385 -1.241 -0.306 -1.419
C -0.32060 -0.67653 1.18878 1.569 -0.261 0.898
C -0.20119 -2.20530 1.29979 -1.380 -0.148 -0.987
N -0.83245 -0.11219 2.44319 -0.261 0.309 -0.349
H -0.69219 2.15978 -1.94280 0.233 -0.351 0.103
H -1.86387 2.95712 -1.01105 -0.109 -0.177 0.877
H -2.19938 1.34968 -1.67340 -0.157 -0.106 0.343
H -2.03300 -0.20911 -0.17996 0.103 -0.972 0.312
H -0.44461 -0.42440 -0.95103 0.028 -0.219 0.122
H 0.74069 -0.41102 1.08418 -0.049 0.503 0.230
H 0.39683 -2.62303 2.10782 0.337 0.741 0.129
H 0.21139 -2.58908 0.36541 -0.040 -0.126 0.025
H -1.19652 -2.64150 1.44867 -0.070 -0.055 -0.196
H -1.65738 -0.62456 2.75903 0.100 -0.062 -0.411
H -1.21231 0.78488 2.14024 0.045 0.191 0.648
C 0.70684 4.16011 -3.78056 1.766 -0.016 0.490
O 0.98441 2.95937 -4.47254 -0.977 0.534 -0.568
C 2.32592 2.72882 -4.77563 1.110 -2.466 0.232
C 2.50634 2.20300 -6.21771 -0.315 2.010 0.030
C 3.86126 1.52287 -6.38299 -0.934 -0.603 -0.092
N 2.49121 3.42921 -7.03899 0.115 0.441 -0.517
H 1.29959 4.12874 -2.85262 -0.519 0.176 0.262
H -0.35327 4.26699 -3.57686 -0.046 -0.130 -0.160
H 1.13013 5.02293 -4.31158 -0.466 0.066 -0.215
H 3.06593 3.50295 -4.55027 -0.539 0.620 -0.272
H 2.66775 1.89233 -4.14132 -0.117 0.035 0.171
H 1.61597 1.62112 -6.46879 0.284 -0.616 0.190
H 4.07826 1.31214 -7.43085 0.103 0.454 -0.081
H 3.84138 0.52463 -5.93776 0.156 0.169 0.432
H 4.61021 2.16973 -5.93234 0.248 -0.186 -0.116
H 2.33372 3.27658 -8.02906 0.153 -0.338 0.043
H 1.74663 4.06093 -6.76523 -0.040 -0.163 0.235
C 0.70973 5.25914 -0.05996 -1.204 1.515 1.323
O 2.04487 4.99754 -0.34331 0.021 -0.750 -1.224
C 3.01125 5.29881 0.64949 -1.120 0.320 -0.109
C 3.14826 6.80934 0.86407 0.778 0.977 1.088
C 3.58222 7.61721 -0.36932 -0.296 -0.489 -0.222
N 4.17142 7.01105 1.89027 1.138 0.214 0.576
H 0.19704 4.65846 0.70332 0.675 -0.664 0.101
H 0.00298 5.26075 -0.89074 0.787 -0.426 -0.690
H 0.58427 6.27617 0.33838 0.142 0.092 -0.043
H 2.68302 4.79207 1.56368 0.224 0.230 0.336
H 3.94279 4.83598 0.33132 0.096 0.192 -0.139
H 2.21961 7.24723 1.24265 -0.364 -0.355 -0.274
H 2.87399 7.38966 -1.16893 0.363 -0.115 -0.292
H 4.61988 7.38764 -0.61350 -0.145 -0.424 -0.291
H 3.58232 8.70662 -0.28951 -0.322 -0.053 0.685
H 4.21895 6.43819 2.72241 -0.609 -0.535 -0.356
H 4.25004 7.95122 2.25486 -0.213 0.173 -0.497
C -5.45470 5.50102 1.89405 0.369 -0.980 0.163
O -4.32914 5.01716 1.16957 0.043 0.198 -0.737
C -3.13165 4.77354 1.85755 1.440 0.296 -0.084
C -3.15574 3.54019 2.74005 -0.559 -0.304 0.328
C -1.80733 3.19857 3.40422 -1.060 1.154 -0.692
N -3.54552 2.35738 1.95856 0.488 0.133 0.153
H -5.50771 6.58584 1.98739 0.317 0.047 -0.003
H -5.44411 5.00480 2.86690 -0.346 0.347 0.175
H -6.31888 5.14309 1.33572 -0.116 0.147 0.080
H -2.29485 4.62115 1.15880 -0.638 -0.403 -0.756
H -2.71779 5.69260 2.29398 -0.632 -0.060 0.932
H -3.91562 3.68511 3.52112 0.173 0.231 0.156
H -2.01909 2.42839 4.14084 0.507 -0.117 0.034
H -1.41289 4.11014 3.85999 0.222 -0.252 0.265
H -1.17022 2.86765 2.58649 0.319 -0.193 0.294
H -3.96800 1.70087 2.59897 -0.205 -0.311 -0.452
H -4.11926 2.54113 1.14872 -0.302 0.107 0.238
C -0.63322 -1.86427 6.81835 0.345 0.278 0.187
C -0.08664 -0.78768 5.89503 -0.096 -0.598 -0.732
O 0.52165 -1.40656 4.77351 0.569 -0.371 -0.040
H 0.10954 -2.59941 7.13792 0.348 0.215 -0.286
H -1.39082 -2.43999 6.28664 -0.377 0.198 0.358
H -0.93789 -1.36673 7.74441 -0.649 -0.290 -0.126
H 0.63072 -0.15461 6.43411 -0.133 0.073 -0.192
H -0.89700 -0.19689 5.44631 -0.035 0.325 0.782
H 0.16924 -1.00047 3.96582 0.077 0.306 -0.081
C -4.22425 -2.82457 1.26593 -0.174 1.114 0.672
C -4.75928 -1.60324 2.04531 0.234 -1.219 0.424
O -3.67073 -1.06876 2.84008 -0.952 0.202 -0.142
H -3.61529 -2.49756 0.42442 -0.143 -0.232 -0.206
H -5.05165 -3.48046 1.00197 0.150 -0.021 -0.367
H -3.57413 -3.32160 1.98535 0.011 -0.297 -0.154
H -5.48530 -1.99379 2.76756 -0.196 0.087 -0.221
H -5.27417 -0.83979 1.45873 0.381 0.059 -0.172
H -4.06603 -1.06987 3.71548 0.544 0.255 0.264
```
Forces are in eV/Å.

- SMILES string = CC1(C)CCCC(C)(C)N1O.COC[C@H](C)N.COC[C@H](C)N.COC[C@H](C)N.COC[C@H](C)N.COC[C@H](C)N.COC[C@H](C)N.COC[C@H](C)N.COC[C@H](C)N.CCO.CCO
- strongest force on any atom (eV/Å) = 2.7
- gap between HOMO and LUMO (eV) = 8.51
- total energy (Eh) = -3106.06063

***

Entry from OMol25: C6H13FO in the gas phase (ωB97M-V/def2-TZVPD).

Structure (XYZ):
```
21
Properties=species:S:1:pos:R:3:forces:R:3
C 1.09748 -0.95449 1.24172 0.621 -3.509 2.884
C 1.20453 -0.35107 -0.05172 -2.791 2.826 -2.565
C 2.32918 -0.42565 -1.08280 3.118 -2.870 2.275
O -0.11187 -0.49586 -0.75341 4.664 -2.097 -0.964
C -1.11906 0.31144 -0.55318 -4.936 0.773 -1.470
C -1.04195 1.68450 0.01825 -1.376 4.197 1.858
C -2.22134 -0.57185 0.20374 -2.334 1.904 -0.879
F -2.40930 -1.64387 -0.66152 0.483 -0.777 0.799
H 0.32683 -0.44437 1.88063 0.069 -0.938 -0.967
H 1.05309 -2.15194 1.30722 0.155 2.749 0.054
H 1.96753 -0.49242 1.70123 0.791 -1.042 0.759
H 1.15126 0.64276 0.39229 0.507 1.049 -1.370
H 3.26215 0.24159 -0.73394 -1.048 -2.539 0.764
H 2.33417 0.29735 -1.80392 -1.982 1.196 -2.989
H 2.62666 -1.57487 -1.50897 -0.739 3.557 1.306
H -1.70530 0.46949 -1.58991 1.308 -0.273 1.729
H -2.24838 1.80368 0.15019 2.935 0.347 0.608
H -0.38368 1.89180 1.03085 -2.082 -0.853 -2.206
H -0.83884 2.70924 -0.60476 0.058 -3.028 0.775
H -3.35611 -0.13542 0.16076 2.878 -0.252 0.648
H -1.91706 -0.81006 1.25726 -0.300 -0.420 -1.047
```
Forces are in eV/Å.

- SMILES string = CC(C)O[C@H](C)CF
- ΔE to the lowest compared entry with this formula, charge and spin (kcal per mole) = 92.7
- strongest force on any atom (eV/Å) = 5.2
- gap between HOMO and LUMO (eV) = 10.03
- total energy (Eh) = -411.33197